DFT (wB97M-V/def2-TZVPD) results for a cluster of 4 separate species, C8H18O3 in total in a non-equilibrium geometry.

Results
Molar mass in Da: 162.23
Highest occupied orbital energy in eV: -8.7429
Energy above the lowest of the compared OMol25 structures with the same formula, charge and spin in kJ/mol: 141.5
Energy in eV: -14727.458
F_max in eV Å⁻¹: 3.1
Gap between HOMO and LUMO in eV: 9.0
Multiplicity: 1

Each atom is followed by the atoms it is bonded to, with distances in Å.
Atoms and positions in Å:
1 C 1.25 -1.53 -1.67  C2 1.338, H9 1.063, H10 1.101
2 C 0.33 -0.56 -1.72  C1 1.338, C3 1.436, H11 1.121
3 C -0.85 -0.30 -0.94  C2 1.436, C4 1.349, C6 1.541
4 C -1.73 -1.13 -0.34  C3 1.349, C5 1.504, H12 1.092
5 C -1.44 -2.60 -0.24  C4 1.504, H13 1.090, H14 1.097, H15 1.080
6 C -1.28 1.18 -0.94  C3 1.541, C7 1.319, C8 1.496
7 C -1.68 1.82 -2.02  C6 1.319, H16 1.091, H17 1.077
8 C -1.02 1.72 0.43  C6 1.496, H18 1.091, H19 1.108, H20 1.115
9 H 1.28 -2.45 -1.14  C1 1.063
10 H 2.20 -1.48 -2.23  C1 1.101
11 H 0.35 0.10 -2.62  C2 1.121
12 H -2.63 -0.78 0.17  C4 1.092
13 H -1.11 -3.03 0.71  C5 1.090
14 H -2.34 -3.22 -0.35  C5 1.097
15 H -0.75 -2.87 -1.02  C5 1.080
16 H -1.62 1.23 -2.93  C7 1.091
17 H -1.84 2.89 -2.08  C7 1.077
18 H -1.17 1.00 1.24  C8 1.091
19 H -0.10 2.29 0.65  C8 1.108
20 H -1.71 2.54 0.75  C8 1.115
21 O 0.74 -1.78 2.27  H22 0.975, H23 0.969
22 H 0.81 -1.06 1.62  O21 0.975
23 H 1.30 -1.37 2.94  O21 0.969
24 O 0.98 2.12 2.75  H25 0.966, H26 0.967
25 H 0.96 2.44 1.84  O24 0.966
26 H 1.82 1.67 2.60  O24 0.967
27 O 2.87 1.23 0.93  H28 0.959, H29 0.960
28 H 3.76 1.09 1.23  O27 0.959
29 H 2.64 0.82 0.09  O27 0.960